[1]
Computed, not measured: 11 unconnected molecules or ions with the total composition C33H88O33S11, with ωB97M-V/def2-TZVPD.

The geometry in XYZ format:
```
165
Properties=species:S:1:pos:R:3:forces:R:3
O -1.690 4.782 3.530 -0.3 -0.5 0.8
S -1.954 3.467 4.064 -0.6 -1.5 -1.2
O -0.874 2.522 4.210 -0.6 0.9 0.4
O -2.817 3.511 5.423 1.0 0.7 -1.0
C -3.003 4.823 6.051 -0.2 -0.4 0.5
C -4.485 5.172 5.983 1.0 0.2 0.6
C -3.154 2.619 2.966 0.1 1.1 1.0
H -2.381 5.592 5.598 0.0 -0.2 -0.3
H -2.605 4.652 7.050 -0.4 0.2 0.2
H -5.066 4.487 6.595 -0.1 -0.2 -0.3
H -4.783 5.190 4.938 -0.3 0.0 0.1
H -4.599 6.158 6.437 -0.2 0.1 -0.2
H -2.718 2.704 1.974 0.0 -0.4 0.0
H -4.109 3.143 3.005 0.1 0.2 -0.1
H -3.327 1.622 3.361 0.4 -0.2 -0.2
O -6.250 -1.743 -1.733 -0.1 0.3 -0.5
S -5.088 -2.050 -0.976 0.3 -1.2 2.0
O -3.877 -2.545 -1.574 -0.4 0.8 0.1
O -4.675 -0.830 0.003 0.4 -0.3 -1.1
C -5.648 0.170 0.378 0.0 0.2 0.4
C -6.034 1.091 -0.756 -1.0 0.5 0.4
C -5.539 -3.243 0.309 0.5 -0.1 -0.9
H -5.170 0.736 1.181 0.3 0.0 -0.2
H -6.462 -0.340 0.901 -0.3 0.1 -0.5
H -5.242 1.769 -1.074 0.4 -0.5 -0.2
H -6.799 1.798 -0.414 0.0 -0.2 0.3
H -6.527 0.550 -1.558 0.4 0.0 -0.3
H -6.579 -3.137 0.599 0.1 0.3 0.2
H -4.798 -3.118 1.093 -0.3 0.0 0.2
H -5.395 -4.231 -0.127 -0.1 0.0 -0.1
O 0.935 3.516 -3.793 0.9 -0.4 0.2
S 1.808 3.002 -2.771 -1.0 -0.5 1.3
O 3.012 3.709 -2.412 -0.6 -0.4 -0.2
O 0.849 2.814 -1.449 0.8 -0.1 -0.7
C 1.120 3.647 -0.319 -0.6 1.7 0.5
C -0.050 3.640 0.661 -0.6 -0.4 -0.3
C 2.151 1.264 -2.983 0.3 -0.2 0.1
H 1.184 4.675 -0.686 0.3 0.0 0.0
H 2.055 3.403 0.186 0.0 -0.3 -0.2
H -0.993 3.988 0.227 0.2 -0.1 -0.5
H 0.066 4.345 1.484 0.6 -0.2 0.1
H -0.248 2.631 1.028 0.2 0.1 0.3
H 1.247 0.664 -3.049 -0.3 0.5 -0.6
H 2.625 0.809 -2.111 0.3 0.7 0.2
H 2.829 1.164 -3.827 -0.3 -0.1 -0.2
O 3.196 -0.105 5.079 -0.4 0.4 0.0
S 2.932 1.306 4.990 0.9 1.5 -0.6
O 2.449 2.054 6.119 -0.1 -0.7 -0.1
O 4.298 2.054 4.495 -0.9 -0.4 0.1
C 5.162 2.589 5.492 1.2 0.7 0.5
C 5.958 3.776 4.974 0.3 0.3 -0.6
C 2.000 1.729 3.527 0.7 -0.1 0.2
H 5.898 1.827 5.751 -0.3 -0.2 0.3
H 4.636 2.951 6.373 -0.4 -0.5 0.0
H 5.331 4.602 4.633 -0.1 -0.2 -0.2
H 6.649 3.482 4.184 -0.3 0.0 -0.2
H 6.596 4.222 5.740 -0.2 -0.4 0.4
H 0.992 1.334 3.584 0.0 -0.1 0.0
H 2.570 1.362 2.679 -0.1 -0.3 0.1
H 2.008 2.813 3.438 -0.2 0.0 0.4
O 7.042 0.630 0.589 0.0 -0.4 0.2
S 6.305 1.847 0.685 -0.8 1.5 -1.2
O 5.925 2.422 1.939 0.3 -0.2 -0.5
O 7.153 2.979 -0.114 -0.4 -0.2 0.6
C 8.060 2.523 -1.138 0.0 -0.9 -0.1
C 8.331 3.652 -2.089 -0.3 0.7 0.1
C 4.834 1.757 -0.385 0.4 -0.3 1.7
H 7.619 1.662 -1.648 -0.1 0.1 -0.1
H 8.946 2.113 -0.652 0.1 0.3 0.0
H 8.709 4.524 -1.552 0.2 -0.1 0.0
H 7.410 3.992 -2.567 -0.1 -0.2 0.0
H 9.034 3.385 -2.876 0.1 -0.2 0.1
H 4.124 1.171 0.204 0.2 -0.4 -0.3
H 5.154 1.266 -1.297 -0.3 0.2 -0.2
H 4.342 2.723 -0.466 0.6 0.2 -0.4
O -4.591 6.537 -2.174 0.7 -0.2 -0.4
S -3.192 6.338 -2.425 1.4 0.1 -0.1
O -2.339 5.795 -1.384 -0.7 0.4 -0.7
O -3.040 5.431 -3.738 -0.9 0.4 0.1
C -1.903 4.554 -3.857 1.3 -0.1 1.1
C -2.181 3.187 -3.287 -0.6 -0.2 -0.2
C -2.480 7.926 -3.032 -0.9 -0.7 -0.2
H -1.102 4.983 -3.248 0.0 0.0 -0.2
H -1.502 4.528 -4.867 -0.7 0.2 -0.2
H -1.298 2.563 -3.429 -0.1 0.0 0.1
H -3.034 2.695 -3.760 0.1 0.1 -0.2
H -2.438 3.288 -2.232 0.3 -0.1 0.1
H -3.389 8.504 -3.191 0.2 0.4 0.3
H -2.023 7.834 -4.015 0.1 -0.5 0.1
H -1.761 8.347 -2.338 -0.3 0.0 0.3
O 0.691 -0.917 -0.939 0.9 0.5 1.1
S 0.978 -0.494 0.422 0.0 -0.8 1.4
O 2.060 0.413 0.744 -1.3 -0.1 -0.9
O -0.426 -0.002 1.097 1.2 0.3 -0.9
C -1.558 -0.245 0.231 -1.0 0.1 -0.2
C -1.623 0.786 -0.877 0.5 0.5 -0.4
C 1.186 -1.905 1.491 0.1 0.0 -0.8
H -2.449 -0.149 0.850 0.2 0.0 0.3
H -1.541 -1.291 -0.078 0.0 0.1 -0.3
H -0.653 0.921 -1.357 -0.1 -0.2 0.1
H -1.843 1.774 -0.471 -0.2 -0.1 0.1
H -2.321 0.590 -1.691 -0.3 -0.3 0.3
H 0.352 -2.539 1.192 0.2 -0.4 0.3
H 1.158 -1.620 2.539 -0.2 0.3 -0.1
H 2.150 -2.370 1.293 -0.1 -0.1 -0.2
O 1.003 -0.824 -5.481 -1.1 -0.4 0.5
S -0.389 -0.919 -5.090 -0.4 0.6 0.3
O -1.119 0.300 -4.798 0.9 -1.1 -0.9
O -1.187 -1.735 -6.253 0.4 1.4 0.7
C -0.556 -2.910 -6.729 0.7 -2.0 -0.2
C -1.556 -3.680 -7.569 -0.8 0.3 -0.1
C -0.686 -2.033 -3.693 0.9 0.0 -1.0
H -0.225 -3.563 -5.911 -0.4 0.2 0.3
H 0.386 -2.763 -7.264 -0.3 0.8 -0.2
H -1.789 -3.147 -8.493 0.2 0.0 -0.1
H -2.515 -3.784 -7.054 0.1 0.1 0.2
H -1.250 -4.697 -7.809 0.4 0.1 0.0
H 0.150 -2.728 -3.765 -0.1 -0.2 0.4
H -1.627 -2.546 -3.871 -0.1 0.1 0.1
H -0.668 -1.484 -2.758 0.1 0.1 -0.1
O 3.239 -4.222 8.535 -0.1 -0.1 -0.1
S 3.418 -5.476 7.871 0.9 -0.7 0.1
O 2.690 -6.654 8.279 0.3 1.1 -0.7
O 3.153 -5.279 6.292 0.3 -0.7 1.3
C 3.677 -4.104 5.649 -0.5 0.6 -0.7
C 2.536 -3.297 5.055 0.1 0.3 0.0
C 5.200 -5.941 7.971 -1.1 0.8 -0.6
H 4.277 -4.440 4.802 0.2 -0.2 0.3
H 4.284 -3.489 6.313 0.0 -0.2 0.2
H 1.885 -3.941 4.462 0.1 0.0 -0.1
H 2.996 -2.538 4.419 -0.1 0.0 -0.1
H 1.918 -2.754 5.769 0.2 -0.2 0.3
H 5.329 -6.365 8.962 0.0 -0.4 -0.2
H 5.868 -5.086 7.884 -0.3 0.2 -0.1
H 5.350 -6.584 7.108 0.2 -0.5 0.4
O 0.780 -5.150 -0.570 0.1 -0.7 0.2
S 1.864 -5.719 0.181 -0.5 -0.5 0.6
O 2.819 -4.820 0.746 0.1 -0.4 0.0
O 1.347 -6.596 1.453 0.3 1.2 -0.6
C 0.337 -7.589 1.295 -0.2 -1.1 -0.6
C 0.760 -8.819 2.071 0.1 0.0 0.8
C 2.702 -7.012 -0.754 -0.4 1.3 0.5
H 0.243 -7.895 0.248 0.0 0.3 -0.1
H -0.640 -7.217 1.602 0.1 0.2 0.1
H 0.760 -8.640 3.149 0.0 0.2 0.0
H 1.776 -9.128 1.825 0.0 0.0 -0.2
H 0.088 -9.663 1.910 -0.1 0.1 -0.2
H 1.976 -7.692 -1.185 0.0 0.0 0.0
H 3.361 -7.460 -0.017 0.2 -0.2 -0.3
H 3.227 -6.427 -1.506 0.2 -0.4 -0.1
O -5.165 -3.591 -6.427 -0.7 0.7 -0.3
S -6.115 -2.501 -6.438 0.4 1.0 0.5
O -7.520 -2.719 -6.314 0.3 -0.2 0.2
O -5.706 -1.479 -5.257 -0.7 -0.2 -0.7
C -4.307 -1.354 -4.955 0.9 -0.5 0.2
C -4.005 -0.118 -4.157 -0.7 0.7 0.7
C -5.882 -1.469 -7.899 0.7 -1.4 0.1
H -3.704 -1.367 -5.867 -0.2 0.0 -0.1
H -4.051 -2.242 -4.374 0.2 0.0 0.0
H -4.404 0.797 -4.600 0.0 -0.1 -0.3
H -2.940 0.060 -4.007 -0.3 -0.4 -0.2
H -4.454 -0.172 -3.163 -0.1 -0.1 0.0
H -6.450 -0.549 -7.886 -0.1 0.0 0.3
H -6.177 -2.139 -8.708 -0.2 0.2 -0.1
H -4.805 -1.341 -8.013 0.0 0.4 0.1
```
Positions in Å, forces in eV/Å.

The LUMO energy is -0.1 eV. The value obtained for the HOMO-LUMO gap is 10.2 eV. The calculation puts the relative energy (zero: lowest compared OMol25 entry of this formula, charge and spin) at 33.3 kcal/mol.


[2]
Computed, not measured: 2 unconnected molecules or ions with the total composition C6H16, with ωB97M-V/def2-TZVPD.

The geometry in XYZ format:
```
22
Properties=species:S:1:pos:R:3:forces:R:3
C -2.162 0.231 -0.538 1.0 1.6 -0.2
C -2.088 0.098 -1.993 0.3 -0.9 -1.1
C -2.596 1.529 0.033 -0.2 -0.6 0.9
H -1.279 -0.133 0.011 -0.3 -0.8 0.2
H -2.961 -0.607 -0.338 0.1 -0.3 0.2
H -1.433 0.945 -2.343 -0.4 0.4 0.1
H -1.502 -0.735 -2.379 -0.3 -0.4 0.4
H -3.661 1.538 0.373 0.1 0.2 -0.4
H -3.036 0.148 -2.552 0.2 0.5 0.0
H -2.377 2.355 -0.630 -0.5 0.3 -0.3
H -2.103 1.682 0.996 0.1 0.0 0.1
C 2.276 -0.271 1.284 0.6 1.0 -0.3
C 2.686 0.073 -0.136 0.0 -0.1 -1.0
C 1.877 -1.715 1.505 0.3 0.6 1.3
H 1.515 0.481 1.541 -0.4 -0.5 0.1
H 3.094 0.014 1.950 0.1 -0.2 0.1
H 2.869 1.140 -0.257 0.0 0.1 0.1
H 3.580 -0.421 -0.534 -0.1 -0.2 0.4
H 2.759 -2.307 1.758 0.0 -0.2 -0.6
H 1.884 -0.186 -0.852 0.1 0.0 0.2
H 1.339 -2.112 0.654 -0.2 -0.3 0.0
H 1.319 -1.748 2.449 -0.4 -0.3 -0.4
```
Positions in Å, forces in eV/Å.

The LUMO energy (alpha / beta) is -3.4 / -11.0 eV. The value obtained for the HOMO-LUMO gap (alpha / beta) is 10.5 / 2.9 eV. The calculation puts the relative energy (zero: lowest compared OMol25 entry of this formula, charge and spin) at 21.0 kcal/mol. Its total charge is +1. Its spin multiplicity is 2.


[3]
Computed, not measured: a single C8H3N5 molecule, with ωB97M-V/def2-TZVPD.

The geometry in XYZ format:
```
16
Properties=species:S:1:pos:R:3:forces:R:3
C 0.719 2.068 1.068 1.1 -3.0 -0.5
C 1.727 1.003 -0.830 0.6 -0.2 -0.4
C 1.661 -0.223 1.255 -1.5 0.4 -0.3
C -0.236 -1.323 -1.543 0.2 -0.3 0.3
C -0.419 -1.642 0.737 1.8 0.3 0.0
C -1.930 0.096 -0.337 1.2 1.9 0.4
C 1.286 0.859 0.541 1.4 0.3 -0.5
C -0.754 -0.865 -0.298 -2.0 -0.7 0.0
N 0.127 2.941 1.460 -1.4 2.5 1.0
N 2.113 1.134 -1.910 -0.4 -0.1 0.7
N 1.564 -1.307 1.783 1.8 0.9 0.2
N 0.223 -1.793 -2.478 0.2 -0.1 -0.8
N 0.406 -2.139 1.523 -2.3 -0.5 -0.4
H -2.865 -0.274 -0.797 0.7 0.0 0.3
H -1.554 1.040 -0.885 -0.8 -1.5 0.6
H -2.068 0.424 0.712 -0.5 -0.2 -0.6
```
Positions in Å, forces in eV/Å.

The LUMO energy is -1.7 eV. The value obtained for the HOMO-LUMO gap is 9.0 eV.


[4]
Computed, not measured: a molecular structure, C38H43NP2PdS, with ωB97M-V/def2-TZVPD.

The geometry in XYZ format:
```
86
Properties=species:S:1:pos:R:3:forces:R:3
Pd -0.058 -0.146 0.078 0.0 -0.3 0.1
C -0.490 3.727 2.984 0.0 0.0 0.0
C 0.201 2.939 1.864 0.0 0.0 0.0
C 0.418 3.816 0.635 0.0 0.0 0.0
C -0.603 1.692 1.579 0.0 0.1 0.0
C -0.396 0.521 2.339 0.0 0.0 0.0
C -1.227 -0.614 2.216 0.0 0.0 0.0
C -2.228 -0.664 1.246 0.0 0.0 0.0
C -3.115 -1.858 1.062 0.0 0.0 0.0
C -2.354 0.464 0.397 0.0 0.0 0.0
C -1.601 1.635 0.591 0.0 0.1 0.0
H 0.101 4.604 3.244 0.0 0.0 0.0
H -0.615 3.124 3.884 0.0 0.0 0.0
H -1.476 4.067 2.662 0.0 0.0 0.0
H 1.178 2.608 2.233 0.0 0.0 0.0
H -0.509 4.290 0.309 0.0 0.0 0.0
H 0.828 3.249 -0.203 0.0 0.0 0.0
H 1.117 4.617 0.873 0.0 0.0 0.0
H 0.387 0.518 3.088 0.0 0.0 0.0
H -1.054 -1.467 2.860 0.0 0.0 0.0
H -2.789 -2.691 1.681 0.0 0.0 0.0
H -3.123 -2.178 0.018 0.0 0.0 0.0
H -4.141 -1.609 1.338 0.0 0.0 0.0
H -3.099 0.443 -0.389 0.0 0.0 0.0
H -1.790 2.491 -0.042 0.0 0.0 0.0
C 3.415 -1.466 -6.573 0.0 0.0 0.0
S 3.156 -2.989 -5.641 0.0 0.0 0.0
C 4.243 -2.649 -4.233 0.0 0.0 0.0
C 3.575 -1.818 -3.141 0.0 0.0 0.0
C 2.528 -2.657 -2.419 0.0 0.0 0.0
N 1.634 -1.885 -1.537 0.0 0.0 0.0
P 0.192 -1.110 -1.932 0.0 0.1 0.0
C 0.363 -0.032 -3.345 0.0 0.0 0.0
C 0.548 1.338 -3.166 0.0 0.0 0.0
C 0.729 2.159 -4.267 0.0 0.0 0.0
C 0.724 1.610 -5.543 0.0 0.0 0.0
C 0.535 0.245 -5.724 0.0 0.0 0.0
C 0.352 -0.582 -4.629 0.0 0.0 0.0
C -1.079 -2.305 -2.320 0.0 0.0 0.0
C -2.237 -1.843 -2.952 0.0 0.0 0.0
C -3.280 -2.720 -3.199 0.0 0.0 0.0
C -3.169 -4.054 -2.822 0.0 0.0 0.0
C -2.019 -4.514 -2.197 0.0 0.0 0.0
C -0.974 -3.639 -1.937 0.0 0.0 0.0
P 1.928 -1.183 -0.035 0.0 0.1 0.0
C 3.406 -0.183 -0.027 0.0 0.0 0.0
C 3.332 1.153 -0.420 0.0 0.0 0.0
C 4.487 1.912 -0.510 0.0 0.0 0.0
C 5.715 1.336 -0.211 0.0 0.0 0.0
C 5.794 0.006 0.182 0.0 0.0 0.0
C 4.643 -0.758 0.278 0.0 0.0 0.0
C 2.106 -2.442 1.222 0.0 0.0 0.0
C 1.739 -3.763 0.979 0.0 0.0 0.0
C 1.826 -4.700 1.998 0.0 0.0 0.0
C 2.260 -4.316 3.259 0.0 0.0 0.0
C 2.615 -2.995 3.508 0.0 0.0 0.0
C 2.541 -2.056 2.493 0.0 0.0 0.0
H 2.776 -1.516 -7.453 0.0 0.0 0.0
H 4.450 -1.394 -6.900 0.0 0.0 0.0
H 3.145 -0.585 -5.991 0.0 0.0 0.0
H 5.140 -2.154 -4.604 0.0 0.0 0.0
H 4.560 -3.618 -3.839 0.0 0.0 0.0
H 3.099 -0.938 -3.583 0.0 0.0 0.0
H 4.324 -1.458 -2.431 0.0 0.0 0.0
H 3.007 -3.435 -1.818 0.0 0.0 0.0
H 1.895 -3.160 -3.155 0.0 0.0 0.0
H 0.532 1.761 -2.168 0.0 0.0 0.0
H 0.863 3.224 -4.135 0.0 0.0 0.0
H 0.859 2.252 -6.404 0.0 0.0 0.0
H 0.526 -0.174 -6.721 0.0 0.0 0.0
H 0.206 -1.646 -4.777 0.0 0.0 0.0
H -2.314 -0.809 -3.269 0.0 0.0 0.0
H -4.174 -2.368 -3.696 0.0 0.0 0.0
H -3.981 -4.739 -3.026 0.0 0.0 0.0
H -1.932 -5.555 -1.917 0.0 0.0 0.0
H -0.076 -4.000 -1.453 0.0 0.0 0.0
H 2.370 1.595 -0.649 0.0 0.0 0.0
H 4.432 2.950 -0.809 0.0 0.0 0.0
H 6.617 1.930 -0.280 0.0 0.0 0.0
H 6.753 -0.435 0.416 0.0 0.0 0.0
H 4.708 -1.794 0.587 0.0 0.0 0.0
H 1.401 -4.063 -0.004 0.0 0.0 0.0
H 1.559 -5.731 1.806 0.0 0.0 0.0
H 2.326 -5.049 4.051 0.0 0.0 0.0
H 2.960 -2.701 4.490 0.0 0.0 0.0
H 2.839 -1.031 2.684 0.0 0.0 0.0
```
Positions in Å, forces in eV/Å.

The LUMO energy is -6.5 eV. The value obtained for the HOMO-LUMO gap is 6.4 eV. Its total charge is +2.


[5]
Computed, not measured: a molecular structure, C12H24AlFO9, with ωB97M-V/def2-TZVPD.

The geometry in XYZ format:
```
47
Properties=species:S:1:pos:R:3:forces:R:3
Al 22.590 7.579 -6.806 0.4 1.2 -1.1
F 22.291 9.911 -8.558 0.2 -0.7 0.6
C 23.653 16.666 -13.873 1.2 1.2 0.2
C 23.056 15.269 -13.792 0.6 1.1 -0.2
O 22.657 14.925 -12.441 1.0 -0.6 -0.5
C 23.331 13.923 -11.835 1.0 -1.1 -3.2
O 24.343 13.356 -12.296 -2.2 1.6 1.7
O 22.570 13.532 -10.839 1.6 -1.3 2.2
C 23.123 12.513 -9.963 -1.1 -0.7 1.0
H 24.564 16.774 -13.283 -0.3 -0.3 1.0
H 22.954 17.477 -13.669 0.0 -0.2 0.1
H 24.175 16.881 -14.805 -0.9 -0.4 -0.7
H 23.823 14.627 -14.226 -0.5 -0.6 0.4
H 22.135 15.378 -14.365 -0.3 -0.6 0.1
H 23.226 11.495 -10.340 -0.3 -0.1 -1.2
H 22.460 12.388 -9.107 -0.4 0.5 -0.3
H 24.094 12.592 -9.473 0.5 1.3 -0.5
C 28.719 5.447 -9.422 -0.4 0.7 0.3
C 27.809 6.451 -10.162 1.7 -1.0 -0.2
O 26.478 6.201 -9.779 -3.1 1.2 1.6
C 25.494 7.154 -9.605 1.7 0.0 -1.2
O 24.434 6.954 -9.015 1.2 0.3 -0.4
O 25.856 8.290 -10.258 0.2 -2.0 1.2
C 24.928 9.333 -10.375 -1.0 0.6 -0.6
H 28.325 4.432 -9.467 0.2 0.0 -0.3
H 28.788 5.687 -8.361 -0.1 0.2 0.1
H 29.734 5.530 -9.811 -0.1 -0.2 -0.2
H 27.875 6.184 -11.217 -0.1 0.1 -0.4
H 28.181 7.472 -10.076 -0.6 0.2 0.2
H 24.834 9.937 -9.472 0.2 -0.1 0.1
H 23.953 8.927 -10.642 -0.1 0.1 0.1
H 25.273 9.929 -11.220 0.1 0.1 0.2
C 26.349 12.592 -5.772 -1.0 -0.3 0.1
C 25.323 12.000 -4.702 1.3 0.9 -1.3
O 23.969 12.417 -4.989 0.3 0.6 -0.4
C 23.065 11.621 -5.503 0.7 -1.0 1.3
O 23.286 10.446 -5.791 0.0 -0.1 -0.4
O 21.905 12.203 -5.500 -0.4 -0.2 0.7
C 20.718 11.374 -5.615 0.2 0.2 -1.0
H 26.447 13.677 -5.725 -0.2 -0.1 0.4
H 26.011 12.382 -6.786 -0.1 -0.3 0.0
H 27.341 12.157 -5.652 -0.1 -0.1 0.3
H 25.577 12.523 -3.780 -0.3 -0.5 0.2
H 25.388 10.912 -4.676 -0.1 0.2 0.3
H 20.731 11.161 -6.684 -1.0 0.1 -0.2
H 19.913 11.992 -5.216 0.0 -0.1 -0.5
H 20.711 10.396 -5.134 0.7 0.3 0.5
```
Positions in Å, forces in eV/Å.

The LUMO energy is -13.7 eV. The value obtained for the HOMO-LUMO gap is 2.1 eV. The calculation puts the relative energy (zero: lowest compared OMol25 entry of this formula, charge and spin) at 21.9 kcal/mol. Its total charge is +2.